Entry 1:
Formula: C28H7CrF20GeN3S2
Source: OMol25
Level of theory: ωB97M-V/def2-TZVPD

Summary:
**Largest force on an atom**: 0.7 eV Å⁻¹
**<S²>**: 3.83
**Gap between HOMO and LUMO (alpha / beta)**: 7.0455 / 7.3336 eV
**E**: -7150.246768 Eh
**Energy relative to the best compared isomer or geometry (same formula, charge and spin)**: 0.0 kJ/mol
**E_LUMO (alpha / beta)**: -0.15032 / -0.14453 hartree

```
! wB97M-V def2-TZVPD RIJCOSX def2/J DEFGRID3
* xyz 1 4
Cr -0.28 -0.50 -1.87
F -1.48 5.89 -2.04
C -1.07 4.69 -2.43
C -1.56 3.55 -1.81
F -2.43 3.64 -0.81
C -1.10 2.33 -2.25
F -1.57 1.20 -1.61
C -0.18 2.16 -3.27
S 0.36 0.56 -3.79
C 0.29 3.32 -3.87
F 1.18 3.25 -4.86
C -0.15 4.57 -3.46
F 0.32 5.66 -4.05
N 1.78 -2.87 -2.35
C 1.03 -2.02 -2.17
H 2.51 -3.55 -2.47
C -3.66 -2.81 -5.31
N -3.73 -2.56 -3.86
C -4.89 -3.05 -3.10
C -2.74 -2.00 -3.24
N -1.86 -1.49 -2.69
H -3.60 -3.88 -5.49
H -2.79 -2.31 -5.72
H -4.56 -2.40 -5.77
H -4.92 -4.14 -3.14
H -5.79 -2.64 -3.54
H -4.81 -2.72 -2.07
F -0.21 2.81 0.44
C 0.06 2.81 1.75
C 0.71 1.73 2.35
C 0.89 1.82 3.72
F 1.48 0.82 4.38
C 0.50 2.92 4.47
F 0.71 2.96 5.78
C -0.12 3.98 3.83
F -0.52 5.04 4.52
C -0.35 3.92 2.46
F -0.96 4.92 1.85
Ge 1.34 0.16 1.39
S 1.45 0.53 -0.77
C 3.15 -0.35 1.90
C 4.05 0.48 2.55
F 3.70 1.72 2.91
C 5.34 0.08 2.85
F 6.18 0.89 3.48
C 5.77 -1.19 2.48
F 7.00 -1.59 2.75
C 4.89 -2.04 1.81
F 5.29 -3.25 1.44
C 3.61 -1.60 1.54
F 2.80 -2.45 0.88
C 0.13 -1.31 1.90
C -1.02 -1.59 1.20
F -1.29 -0.94 0.00
C -1.98 -2.51 1.57
F -3.05 -2.72 0.81
C -1.78 -3.22 2.74
F -2.68 -4.11 3.13
C -0.64 -2.99 3.49
F -0.44 -3.67 4.60
C 0.29 -2.05 3.06
F 1.38 -1.90 3.81
*
```

Results of the natural (NBO) charge analysis, in e, for atoms 1 through 6: 0.816, -0.266, 0.279, 0.338, -0.277, 0.279

=====

Entry 2:
Formula: C28H80B4ClF16N6O8
Source: OMol25
Level of theory: ωB97M-V/def2-TZVPD

Summary:
**Largest force on an atom**: 2.6 eV Å⁻¹
**Gap between HOMO and LUMO**: 8.4298 eV
**E**: -4203.276629 Eh
**E_LUMO**: -0.08567 hartree

```
! wB97M-V def2-TZVPD RIJCOSX def2/J DEFGRID3
* xyz 1 1
C 1.72 -3.79 -2.64
O 0.49 -4.46 -2.35
C 0.62 -5.14 -1.07
C -0.69 -4.92 -0.29
N -1.14 -3.49 -0.43
H -0.30 -2.86 -0.24
H -1.65 -3.39 -1.35
C -2.28 -3.16 0.58
C -3.45 -4.04 0.17
O -3.58 -3.94 -1.24
C -4.67 -4.65 -1.78
H 1.63 -3.25 -3.57
H 2.57 -4.47 -2.70
H 1.89 -3.09 -1.80
H 1.50 -4.61 -0.64
H 0.73 -6.24 -1.10
H -0.43 -5.15 0.76
H -1.42 -5.65 -0.62
H -2.46 -2.10 0.40
H -2.00 -3.38 1.60
H -4.46 -3.73 0.55
H -3.24 -5.09 0.44
H -5.62 -4.43 -1.22
H -4.50 -5.76 -1.78
H -4.81 -4.27 -2.81
C -3.54 1.43 8.56
O -2.17 0.89 8.56
C -1.76 0.03 7.43
C -0.41 -0.41 7.86
N 0.32 0.78 8.33
H -0.43 1.24 8.90
H 1.13 0.50 8.91
C 0.77 1.89 7.33
C 1.49 1.25 6.16
O 0.56 0.60 5.34
C 1.03 0.19 4.08
H -3.67 2.27 7.83
H -3.80 1.78 9.57
H -4.26 0.65 8.26
H -1.71 0.58 6.47
H -2.45 -0.79 7.38
H 0.14 -0.91 7.07
H -0.51 -1.07 8.73
H 1.44 2.46 8.00
H -0.07 2.47 6.95
H 2.25 0.49 6.45
H 2.03 2.03 5.60
H 1.72 -0.69 4.19
H 1.62 0.96 3.53
H 0.22 -0.16 3.46
C 5.43 -1.20 1.96
C 4.66 -2.34 1.28
C 4.46 -2.31 -0.21
O 5.65 -2.79 -0.87
C 5.84 -2.12 -2.13
N 5.59 -3.50 1.46
H 6.34 -3.29 2.12
H 5.23 -4.44 1.66
H 6.09 -3.59 0.58
H 4.74 -0.34 2.16
H 6.20 -0.77 1.32
H 5.88 -1.58 2.89
H 3.75 -2.51 1.82
H 4.30 -1.28 -0.53
H 3.65 -2.95 -0.64
H 5.90 -1.05 -2.02
H 4.99 -2.34 -2.79
H 6.77 -2.50 -2.58
C 2.10 0.82 -1.99
C 1.51 1.63 -0.84
C 0.07 1.23 -0.66
O -0.44 1.93 0.44
C -1.22 1.17 1.33
N 2.32 1.36 0.47
H 1.88 1.89 1.23
H 2.12 0.36 0.71
H 3.34 1.56 0.50
H 3.12 1.18 -2.14
H 1.53 0.91 -2.92
H 2.06 -0.25 -1.74
H 1.62 2.70 -1.05
H -0.10 0.14 -0.50
H -0.62 1.45 -1.47
H -2.21 0.90 0.94
H -1.45 1.74 2.25
H -0.77 0.24 1.68
C -2.97 2.45 -3.73
C -3.97 1.79 -2.74
C -3.75 2.11 -1.28
O -4.28 3.42 -1.08
C -3.95 3.96 0.18
N -5.35 2.31 -3.05
H -5.24 3.15 -3.62
H -5.95 1.64 -3.54
H -5.77 2.64 -2.19
H -2.00 1.93 -3.73
H -2.68 3.50 -3.54
H -3.28 2.35 -4.77
H -4.03 0.70 -2.84
H -2.67 1.96 -1.07
H -4.27 1.41 -0.63
H -4.46 4.93 0.21
H -2.87 4.11 0.16
H -4.26 3.33 1.01
C -1.42 1.01 -7.11
C 0.01 0.79 -6.80
C 0.65 1.98 -6.06
O 0.70 2.96 -7.07
C 1.39 4.14 -6.66
N 0.08 -0.50 -5.91
H -0.29 -0.26 -4.98
H -0.48 -1.26 -6.31
H 1.06 -0.71 -5.78
H -1.90 0.19 -7.67
H -1.56 1.88 -7.78
H -2.06 1.22 -6.25
H 0.57 0.52 -7.70
H 1.70 1.80 -5.75
H 0.04 2.27 -5.16
H 1.69 4.71 -7.58
H 2.35 3.86 -6.20
H 0.85 4.78 -5.94
B -4.38 1.13 3.14
F -4.40 0.87 1.65
F -5.73 1.19 3.62
F -3.62 0.03 3.71
F -3.73 2.36 3.38
B 2.58 4.13 -3.04
F 2.96 5.24 -3.81
F 1.61 3.31 -3.79
F 3.67 3.31 -2.73
F 1.93 4.58 -1.85
B -1.78 -1.23 -3.28
F -2.45 -0.75 -2.10
F -2.41 -0.67 -4.43
F -0.39 -0.73 -3.27
F -1.79 -2.61 -3.29
B 4.07 2.30 2.96
F 4.21 1.25 3.96
F 2.60 2.54 2.84
F 4.77 3.45 3.30
F 4.47 1.70 1.71
Cl 1.37 -1.92 0.78
*
```

Results of the Mulliken charge analysis, in e, for atoms 1 through 6: -0.196, -0.354, -0.389, -0.692, 1.331, -1.220

=====

Entry 3:
Formula: C28H80BFN5O13P2S9
Source: OMol25
Level of theory: ωB97M-V/def2-TZVPD

Summary:
**Largest force on an atom**: 0.9 eV Å⁻¹
**Gap between HOMO and LUMO**: 5.5558 eV
**E**: -6757.378691 Eh
**E_LUMO**: -0.14461 hartree

```
! wB97M-V def2-TZVPD RIJCOSX def2/J DEFGRID3
* xyz 1 1
C -3.77 -4.35 -0.85
C -3.45 -2.88 -1.12
C -2.22 -2.43 -0.37
O -1.63 -1.36 -1.12
N -0.39 -0.86 -0.58
C -0.83 0.05 0.41
N -0.57 -0.13 1.67
P -1.01 1.14 2.86
N -0.29 2.48 2.77
B 0.34 -1.29 2.20
N -0.13 -2.57 2.44
O 1.62 -0.90 2.42
N -1.38 1.20 -0.10
P -3.07 1.38 -0.35
O -3.39 2.70 -0.89
C -0.60 1.42 -1.35
C 0.10 0.07 -1.66
F -0.42 -0.38 -2.85
C 1.63 0.09 -1.77
C 2.37 -0.90 -0.87
C 2.46 -2.27 -1.52
C 2.86 -3.34 -0.53
O 3.25 -4.49 -1.25
H -3.28 -4.72 0.06
H -3.43 -4.98 -1.66
H -4.84 -4.53 -0.73
H -3.24 -2.73 -2.18
H -4.30 -2.26 -0.85
H -1.49 -3.24 -0.27
H -2.50 -2.07 0.63
H -2.40 1.12 2.70
H -0.85 0.36 4.01
H 0.44 2.56 2.07
H 0.53 -3.30 2.21
H -1.08 -2.80 2.20
H 1.75 -0.34 3.20
H -3.44 0.34 -1.20
H -3.60 1.11 0.91
H -1.25 1.67 -2.19
H 0.12 2.23 -1.23
H 2.00 1.10 -1.63
H 1.82 -0.17 -2.82
H 1.91 -0.99 0.11
H 3.37 -0.49 -0.69
H 3.18 -2.21 -2.33
H 1.49 -2.51 -1.97
H 3.67 -2.96 0.10
H 2.01 -3.58 0.13
H 3.68 -5.10 -0.63
C -0.10 5.44 3.97
S 1.68 5.56 3.79
O 2.23 5.78 5.16
C 1.67 7.13 2.95
H -0.30 4.51 4.51
H -0.45 6.30 4.54
H -0.56 5.39 2.99
H 1.18 7.88 3.58
H 1.16 7.00 2.00
H 2.71 7.42 2.78
C 0.61 -2.47 -6.10
S 1.94 -2.65 -4.91
O 2.58 -1.31 -4.76
C 3.00 -3.63 -5.96
H -0.14 -1.83 -5.65
H 1.01 -2.01 -7.01
H 0.19 -3.45 -6.32
H 3.20 -3.09 -6.89
H 2.51 -4.58 -6.17
H 3.93 -3.81 -5.42
C 5.43 -1.36 -9.82
S 4.58 -2.90 -10.17
O 3.34 -2.89 -9.34
C 5.74 -3.96 -9.31
H 4.82 -0.56 -10.24
H 5.52 -1.23 -8.74
H 6.41 -1.37 -10.29
H 5.82 -3.65 -8.27
H 6.72 -3.91 -9.80
H 5.36 -4.98 -9.37
C 3.61 8.07 6.94
S 4.30 8.18 8.59
O 3.95 9.53 9.11
C 6.02 8.26 8.08
H 2.53 8.05 7.04
H 3.93 8.94 6.37
H 3.93 7.14 6.46
H 6.16 9.12 7.42
H 6.29 7.33 7.57
H 6.62 8.38 8.98
C -3.84 2.05 7.24
S -2.08 1.86 6.99
O -1.89 1.56 5.54
C -1.92 0.29 7.84
H -4.14 2.97 6.73
H -4.36 1.20 6.81
H -4.04 2.15 8.30
H -2.57 -0.44 7.37
H -2.17 0.42 8.89
H -0.88 -0.02 7.75
C -3.60 0.12 -4.24
S -5.14 0.89 -4.74
O -5.53 0.26 -6.02
C -4.43 2.50 -5.13
H -3.82 -0.92 -3.99
H -2.88 0.15 -5.06
H -3.20 0.64 -3.37
H -3.66 2.37 -5.89
H -4.03 2.94 -4.22
H -5.24 3.12 -5.52
C 2.60 -4.56 4.97
S 3.04 -3.92 3.36
O 2.93 -5.05 2.39
C 4.78 -3.68 3.72
H 1.55 -4.83 4.94
H 3.21 -5.45 5.18
H 2.77 -3.79 5.72
H 5.22 -4.63 4.03
H 4.88 -2.93 4.50
H 5.26 -3.33 2.81
C -7.69 -7.58 0.72
S -6.35 -8.05 -0.37
O -5.49 -6.84 -0.52
C -7.33 -8.17 -1.86
H -7.26 -7.41 1.71
H -8.15 -6.67 0.35
H -8.42 -8.39 0.77
H -7.82 -7.21 -2.05
H -8.06 -8.96 -1.75
H -6.65 -8.40 -2.68
C -1.48 5.41 -1.15
S 0.30 5.52 -1.32
O 0.87 5.78 0.04
C 0.33 7.08 -2.19
H -1.72 4.52 -0.58
H -1.84 6.29 -0.61
H -1.93 5.35 -2.13
H -0.17 7.83 -1.58
H -0.17 6.96 -3.15
H 1.37 7.35 -2.34
*
```

Results of the Mulliken charge analysis, in e, for atoms 1 through 6: -1.432, 0.067, -0.812, -0.053, 0.844, -1.963

=====

Entry 4:
Formula: C28H80N2O12
Source: OMol25
Level of theory: ωB97M-V/def2-TZVPD

Summary:
**Largest force on an atom**: 13.2 eV Å⁻¹
**Gap between HOMO and LUMO**: 8.9670 eV
**E**: -2126.807658 Eh
**Energy relative to the best compared isomer or geometry (same formula, charge and spin)**: 783.7 kJ/mol
**E_LUMO**: -0.00661 hartree
**Structure (SMILES)**: NC(N)=O.CC(C)O.CC(C)O.CC(C)O.CC(C)O.CC(C)O.CC(C)O.CC(C)O.CC(C)O.CO.CO.CO

```
! wB97M-V def2-TZVPD RIJCOSX def2/J DEFGRID3
* xyz 0 1
N 2.77 -4.55 0.35
C 3.42 -3.44 0.07
N 3.24 -2.65 1.03
O 4.05 -3.23 -1.11
H 2.95 -5.45 -0.16
H 2.34 -4.73 1.23
H 3.80 -1.76 0.94
H 2.53 -2.80 1.77
C -3.67 0.10 -1.14
C -4.30 -1.29 -1.37
C -5.56 -1.12 -2.23
O -3.48 -2.04 -1.88
H -3.32 0.49 -2.09
H -2.91 0.14 -0.37
H -4.51 0.70 -0.80
H -4.61 -1.68 -0.40
H -5.27 -1.12 -3.26
H -6.10 -0.16 -2.11
H -6.16 -1.97 -1.97
H -3.57 -2.88 -1.40
C 4.43 3.85 -0.95
C 3.16 4.67 -0.59
C 3.14 5.83 -1.61
O 2.04 4.07 -0.72
H 5.32 4.39 -0.86
H 4.21 3.31 -1.89
H 4.56 3.12 -0.12
H 3.17 5.04 0.41
H 3.14 5.34 -2.64
H 3.96 6.51 -1.45
H 2.22 6.32 -1.48
H 2.09 3.40 -0.02
C -1.80 -2.07 1.38
C -1.16 -1.22 2.52
C -1.89 -1.73 3.75
O 0.05 -1.18 2.75
H -1.48 -3.09 1.48
H -1.43 -1.66 0.41
H -2.92 -2.04 1.35
H -1.58 -0.17 2.51
H -2.98 -1.87 3.60
H -1.73 -1.04 4.56
H -1.52 -2.65 4.12
H 0.21 -0.46 3.36
C 2.06 -2.93 4.51
C 1.60 -4.19 3.81
C 0.61 -5.02 4.63
O 1.08 -3.95 2.70
H 1.16 -2.36 4.88
H 2.53 -2.33 3.69
H 2.70 -3.18 5.35
H 2.51 -4.80 3.62
H 1.33 -5.52 5.35
H 0.15 -5.79 4.00
H -0.13 -4.39 5.11
H 0.38 -3.28 2.80
C -1.63 3.11 2.86
C -3.13 3.05 2.47
C -3.41 2.24 1.26
O -3.90 2.66 3.34
H -1.50 3.51 3.86
H -1.13 3.71 2.08
H -1.21 2.17 2.97
H -3.44 4.08 2.34
H -3.39 1.17 1.59
H -2.77 2.45 0.42
H -4.43 2.46 1.02
H -3.54 2.86 4.20
C -0.72 -1.12 -3.83
C -1.87 -1.71 -4.61
C -1.97 -3.23 -4.42
O -2.99 -1.21 -4.34
H 0.15 -1.79 -3.86
H -1.03 -1.03 -2.81
H -0.53 -0.14 -4.29
H -1.67 -1.46 -5.66
H -2.75 -3.73 -5.08
H -2.35 -3.57 -3.44
H -1.03 -3.83 -4.57
H -3.08 -1.45 -3.41
C -1.63 3.86 -1.73
C -0.44 3.60 -2.61
C -0.82 2.95 -4.02
O 0.30 4.58 -2.71
H -2.29 3.00 -1.81
H -2.29 4.66 -2.18
H -1.33 3.97 -0.70
H 0.16 2.81 -2.10
H 0.08 2.78 -4.57
H -1.29 3.68 -4.69
H -1.39 2.01 -4.00
H 0.91 4.58 -1.97
C -0.23 0.88 -0.20
C 0.95 -0.06 -0.28
C 1.83 0.15 -1.46
O 1.56 -0.19 0.83
H 0.00 1.89 -0.18
H -0.87 0.67 0.62
H -0.88 0.74 -1.06
H 0.46 -1.04 -0.37
H 2.64 -0.60 -1.54
H 2.37 1.02 -1.27
H 1.22 0.22 -2.37
H 1.00 -0.77 1.38
C 4.92 0.12 0.05
O 4.65 -0.42 1.34
H 4.51 1.12 -0.02
H 4.51 -0.49 -0.72
H 5.97 0.17 -0.20
H 4.54 0.27 1.97
C 0.17 -3.35 -1.67
O 0.25 -4.03 -0.45
H 0.28 -4.03 -2.50
H 1.00 -2.68 -1.79
H -0.77 -2.77 -1.69
H 1.17 -4.19 -0.10
C 1.74 2.98 2.04
O 2.77 2.24 1.38
H 2.09 3.97 2.36
H 1.35 2.51 2.91
H 0.87 3.08 1.44
H 2.41 1.37 1.11
*
```

Results of the Mulliken charge analysis, in e, for atoms 1 through 6: -0.350, 0.666, 0.060, -0.790, 0.252, 0.082